1.
ORCA calculation (the ωB97M-V functional and the def2-TZVPD basis) on a structure of composition C34H46N3OPPdS.

E_HOMO: 0.015 Eh
LUMO energy: 4.6 eV
Charge: -2

Last column: Löwdin charge in e.
Element x y z (Å)
Pd: -0.21 -0.01 0.17  0.1051
C: -1.53 -4.59 -1.70  -0.1393
C: -1.07 -3.58 -0.66  -0.5488
C: 0.20 -4.05 0.05  -0.1508
P: -0.74 -1.80 -1.17  0.9484
C: -2.24 -1.39 -2.24  -0.5697
C: -2.01 0.01 -2.81  -0.1518
C: -3.49 -1.41 -1.37  -0.1579
C: 0.58 -1.94 -2.41  -0.2957
C: 0.48 -2.70 -3.58  -0.0949
C: 1.49 -2.78 -4.53  -0.3282
C: 1.35 -3.64 -5.77  -0.0986
C: 2.65 -2.04 -4.29  -0.0958
C: 2.79 -1.26 -3.17  -0.0396
C: 1.76 -1.15 -2.17  -0.3315
N: 1.87 -0.39 -1.10  0.0077
C: 2.96 0.42 -0.88  -0.2488
C: 3.06 1.70 -1.47  -0.2046
C: 1.96 2.14 -2.40  -0.0432
C: 4.15 2.51 -1.18  -0.0372
C: 5.16 2.11 -0.31  -0.3091
C: 6.35 2.99 -0.04  -0.0882
C: 5.04 0.85 0.29  -0.0412
C: 3.97 0.02 0.02  -0.2093
C: 3.80 -1.31 0.70  -0.0538
H: -1.85 -5.52 -1.21  0.0625
H: -0.73 -4.84 -2.39  0.0569
H: -2.38 -4.21 -2.28  0.0537
H: -1.86 -3.48 0.10  0.0880
H: 1.00 -4.20 -0.67  0.0691
H: 0.04 -4.99 0.60  0.0615
H: 0.53 -3.28 0.76  0.0516
H: -2.34 -2.11 -3.07  0.0800
H: -1.75 0.68 -1.97  0.0333
H: -2.90 0.41 -3.31  0.0637
H: -1.18 0.02 -3.51  0.0660
H: -3.30 -0.79 -0.48  0.0564
H: -3.74 -2.42 -1.03  0.0528
H: -4.36 -1.00 -1.90  0.0605
H: -0.45 -3.24 -3.77  0.0827
H: 0.32 -4.01 -5.87  0.0587
H: 2.01 -4.51 -5.73  0.0586
H: 1.59 -3.08 -6.67  0.0581
H: 3.46 -2.08 -5.02  0.0938
H: 3.70 -0.68 -3.02  0.0978
H: 1.98 1.56 -3.33  0.0729
H: 2.05 3.20 -2.64  0.0664
H: 1.00 1.96 -1.91  0.0576
H: 4.21 3.49 -1.64  0.1000
H: 6.13 4.03 -0.30  0.0599
H: 7.22 2.67 -0.63  0.0634
H: 6.64 2.96 1.01  0.0625
H: 5.81 0.53 0.99  0.1012
H: 4.53 -1.45 1.50  0.0613
H: 3.89 -2.13 -0.02  0.0737
H: 2.79 -1.37 1.11  0.0667
C: -1.01 4.71 4.63  -0.0910
C: -1.89 3.46 4.76  -0.2468
N: -1.23 2.22 4.41  -0.1621
C: -0.74 1.39 5.48  -0.2999
C: 0.69 1.73 5.92  -0.0953
C: -1.03 1.90 3.06  -0.7530
S: -0.28 0.41 2.68  0.6067
N: -1.54 2.81 2.24  0.0669
C: -1.37 2.86 0.90  -0.4791
O: -0.50 2.31 0.22  -0.0821
C: -2.33 3.77 0.19  -0.1195
C: -3.11 4.71 0.87  -0.0384
C: -3.87 5.63 0.16  -0.1150
C: -3.88 5.62 -1.22  -0.1266
C: -3.13 4.67 -1.90  -0.0996
C: -2.36 3.76 -1.20  -0.0202
H: -1.58 5.61 4.90  0.0593
H: -0.68 4.81 3.59  0.0624
H: -0.13 4.64 5.27  0.0510
H: -2.75 3.59 4.10  0.0931
H: -2.24 3.37 5.79  0.1004
H: -0.76 0.36 5.14  0.0488
H: -1.41 1.50 6.34  0.1002
H: 1.37 1.61 5.07  0.0613
H: 1.01 1.05 6.72  0.0604
H: 0.76 2.76 6.29  0.0496
H: -3.09 4.72 1.95  0.0902
H: -4.45 6.38 0.70  0.0862
H: -4.47 6.35 -1.78  0.0833
H: -3.14 4.65 -2.99  0.0922
H: -1.75 3.02 -1.72  0.1019


2.
ORCA calculation (the ωB97M-V functional and the def2-TZVPD basis) on a structure of composition C21H15O4PPt.

E_HOMO (alpha / beta): -0.538 / -0.538 Eh
<S²>: 2.02
Multiplicity: 3
LUMO energy (alpha / beta): -8.0 / -10.8 eV
Charge: +2

Last column: natural (NBO) charge in e.
Element x y z (Å)
O: 3.28 -2.06 -2.24  -0.4760
C: 2.56 -1.40 -1.69  0.4789
Pt: -0.73 1.40 0.83  0.6133
C: -1.25 1.91 -0.89  0.4799
C: 0.19 0.74 2.34  0.4813
O: -1.73 2.26 -1.91  -0.2884
O: 0.61 0.34 3.36  -0.2900
O: -0.66 -2.80 -0.83  -1.0603
P: -2.02 -3.40 -0.38  1.8726
C: -2.21 -3.38 1.38  -0.3778
C: -2.29 -4.55 2.15  -0.1879
C: -2.39 -4.47 3.59  -0.1902
C: -2.35 -3.27 4.22  -0.1704
C: -2.23 -2.07 3.47  -0.1842
C: -2.17 -2.13 2.09  -0.2065
C: -3.39 -2.46 -1.13  -0.3294
C: -3.49 -1.09 -0.86  -0.2151
C: -4.50 -0.33 -1.45  -0.1905
C: -5.39 -0.92 -2.35  -0.1635
C: -5.26 -2.29 -2.66  -0.1860
C: -4.24 -3.04 -2.09  -0.2164
C: -2.22 -5.09 -0.89  -0.4605
C: -3.42 -5.77 -0.59  0.0475
C: -3.59 -7.12 -0.98  -0.1149
C: -2.56 -7.77 -1.66  -0.1601
C: -1.38 -7.10 -1.95  0.0200
C: -1.20 -5.77 -1.57  -0.0475
H: -2.27 -5.53 1.67  0.2073
H: -2.49 -5.42 4.14  0.2437
H: -2.41 -3.20 5.30  0.2444
H: -2.17 -1.11 3.96  0.2237
H: -2.06 -1.21 1.49  0.1791
H: -2.76 -0.61 -0.21  0.1795
H: -4.57 0.74 -1.23  0.2234
H: -6.17 -0.32 -2.83  0.2456
H: -5.94 -2.75 -3.37  0.2407
H: -4.09 -4.08 -2.39  0.2079
H: -4.23 -5.26 -0.06  0.2587
H: -4.52 -7.62 -0.73  0.2618
H: -2.70 -8.81 -1.96  0.2601
H: -0.57 -7.62 -2.49  0.2604
H: -0.27 -5.23 -1.80  0.2857


3.
ORCA calculation (the ωB97M-V functional and the def2-TZVPD basis) on a cluster of 2 separate species, CBrNO4 in total.

E_HOMO: -0.413 Eh
Structure (SMILES): O=[N+]([O-])Br.O=C=O
LUMO energy: -1.8 eV

Last column: natural (NBO) charge in e.
Element x y z (Å)
O: 0.52 0.01 -1.47  -0.2593
N: -0.33 -0.74 -1.19  0.5678
O: -0.38 -1.89 -0.97  -0.2504
Br: -2.15 0.31 -1.09  -0.0569
O: -0.21 1.38 1.90  -0.4491
C: 0.71 0.81 1.53  1.0224
O: 1.84 0.12 1.29  -0.5745


Number 3 is which compound? CBrNO4